[1]
# C33H26BF4O21

7 unconnected molecules or ions with the total composition C33H26BF4O21 in a non-equilibrium geometry (ωB97M-V/def2-TZVPD, the OMol25 dataset).

XYZ file:
```
85
Properties=species:S:1:pos:R:3
B -0.48924 -1.11330 0.50472
F 0.10325 -0.38339 -0.57348
F 0.24507 -2.34931 0.60461
F -0.23242 -0.57632 1.81754
F -1.76258 -1.50233 0.29648
C -4.97414 -1.12499 -4.86429
C -3.77296 -0.12648 -5.28777
C -2.65291 0.02106 -4.38786
O -1.72953 0.75017 -4.71578
C -2.54398 -0.82490 -3.24001
C -3.88292 -1.45849 -2.64955
C -5.06249 -1.57039 -3.43675
O -6.03253 -2.11930 -2.98424
O -4.00195 -1.91104 -1.36345
O -3.79402 0.50642 -6.47597
H -5.92032 -1.12343 -5.44926
H -1.70258 -0.70944 -2.49973
H -3.19930 -1.84073 -1.04822
H -2.98207 1.10787 -6.60177
C 2.70894 2.74090 -3.71709
C 1.63938 2.06188 -2.88528
C 0.49602 2.89274 -2.31967
O -0.30334 2.29270 -1.62667
C 0.35256 4.27564 -2.79145
C 1.42845 4.90129 -3.74658
C 2.54269 4.17838 -4.12920
O 3.39191 4.75309 -4.90842
O 1.19797 6.16466 -4.17047
O 1.64807 0.80174 -2.48342
H 3.46829 2.10297 -3.97582
H -0.51568 4.84674 -2.70554
H 1.68001 6.90949 -4.78981
H 0.97248 0.46437 -1.98897
C 4.85426 -0.05547 3.67597
C 3.95207 -0.58374 4.70901
C 2.77846 -1.50350 4.45374
O 2.06119 -1.92836 5.30845
C 2.51432 -1.77449 3.09159
C 3.44357 -1.21032 1.91012
C 4.63770 -0.57758 2.28452
O 5.46603 -0.26679 1.36478
O 2.94539 -1.22487 0.65194
O 4.11276 -0.09486 6.00526
H 5.91239 0.31153 3.89626
H 1.60750 -2.06912 2.86006
H 2.07664 -1.47076 0.81923
H 3.34638 -0.38059 6.62923
C -3.34799 -5.96028 -2.52270
C -2.82995 -5.14500 -3.69786
C -1.83313 -4.16512 -3.56328
O -1.33017 -3.46264 -4.50365
C -1.46078 -3.85038 -2.16454
C -2.07156 -4.59574 -1.06469
C -3.04575 -5.53769 -1.09902
O -3.74056 -5.96487 -0.15330
O -1.49454 -4.33753 0.25865
O -3.25321 -5.55354 -5.02821
H -4.14648 -6.67257 -2.69875
H -0.88288 -3.08719 -2.08712
H -0.99559 -3.38394 0.25247
H -3.37456 -4.82077 -5.62986
C 3.95686 3.47702 3.69914
C 3.99040 3.71575 2.25921
C 3.06751 3.15688 1.30069
O 3.11132 3.38766 0.11174
C 2.07953 2.18556 1.85303
C 1.99434 1.84421 3.34172
C 2.90026 2.70173 4.35066
O 2.67906 2.58325 5.56395
O 1.13601 0.86620 3.78955
O 5.05731 4.55704 1.86808
H 4.75062 3.84757 4.29591
H 1.78756 1.63102 1.14681
H 0.67705 0.56995 3.13876
H 5.14428 4.98201 1.00523
C -1.92102 1.89528 4.75906
C -2.62759 0.69726 5.30450
O -3.25068 0.74707 6.36501
C -2.81297 -0.58022 4.33601
H -1.81739 2.64008 5.57806
H -2.49175 2.21024 3.91667
H -0.95989 1.80875 4.12198
H -3.17745 -1.46057 4.91089
H -2.00556 -1.06387 3.89616
H -3.48943 -0.07195 3.72206
```

Computed properties:
- charge = -1
- energy relative to the best compared isomer or geometry (same formula, charge and spin) (kJ/mol) = 286.9
- gap between HOMO and LUMO (eV) = 6.20
- LUMO (eV) = -0.57

[2]
# C33H26ClN7O8S3Y

A molecular structure, C33H26ClN7O8S3Y in a non-equilibrium geometry (ωB97M-V/def2-TZVPD, the OMol25 dataset).

XYZ file:
```
79
Properties=species:S:1:pos:R:3
Y 0.31198 -0.80456 2.35903
N -1.23580 2.59948 5.13506
C -1.32051 1.54675 4.28019
S -0.79040 0.03051 4.95936
N -1.87153 1.73853 3.08687
N -1.91225 0.57651 2.35050
C -3.01587 0.26521 1.76348
C -4.30413 1.07293 1.80110
C -5.52706 0.48434 2.02743
C -6.63043 1.31490 2.27564
C -6.46863 2.69030 2.36080
C -5.23858 3.28073 2.16771
C -4.18432 2.44195 1.78469
C -2.98181 -1.06362 1.05710
C -3.73828 -1.32746 -0.06558
C -3.52164 -2.46139 -0.86668
C -2.61181 -3.36788 -0.38229
C -1.92432 -3.08186 0.81486
N -2.04529 -1.92032 1.44339
H -0.74924 2.46056 6.02306
H -1.03629 3.45062 4.63533
H -5.69693 -0.56224 2.02194
H -7.63983 0.93270 2.37968
H -7.35371 3.29635 2.63705
H -5.02174 4.33416 2.12230
H -3.20562 2.87756 1.69128
H -4.49392 -0.59065 -0.33275
H -4.00855 -2.46144 -1.78604
H -2.30836 -4.27373 -0.85869
H -1.14312 -3.75849 1.12637
O 2.48585 -0.36349 3.48164
S 3.36175 -0.64529 2.33430
O 4.49340 -1.52726 2.55941
O 2.49273 -1.05606 1.21090
C 4.09208 0.96024 1.87500
C 5.49802 0.94784 1.85876
C 6.22184 2.16054 1.84736
C 5.56089 3.35596 1.96198
C 4.18783 3.39351 1.86209
C 3.41420 2.23463 1.80950
S 1.62824 2.53168 1.71388
O 1.30402 3.20351 2.93895
O 1.00400 1.20397 1.67573
O 1.36999 3.22751 0.48541
H 5.98414 -0.05308 1.87380
H 7.30278 2.13591 1.97696
H 6.14512 4.24841 2.13744
H 3.70032 4.35565 1.73810
Cl 3.21215 -5.88268 2.95199
C 2.57120 -4.26470 3.29864
C 1.32040 -3.94618 2.40684
O 0.95333 -4.55192 1.40204
O 0.68688 -2.88473 2.83093
H 3.35876 -3.50878 3.09150
H 2.26771 -4.18578 4.33146
N 0.55857 0.69421 -5.08830
C 0.68473 0.31998 -6.41463
C 0.63287 1.00046 -7.60397
C 0.82781 0.25120 -8.76519
C 1.14876 -1.12179 -8.70346
C 1.41369 -1.71669 -7.50451
C 1.16694 -0.99569 -6.37372
N 1.35269 -1.35628 -5.06700
C 0.94815 -0.38167 -4.34642
C 0.73313 -0.55169 -2.88175
C 0.24535 0.49217 -2.13748
C -0.10776 0.22987 -0.78431
N 0.06040 -0.92388 -0.14233
C 0.65665 -1.89596 -0.87259
C 0.92145 -1.77196 -2.22747
H 0.05905 1.49652 -4.71648
H 0.44096 2.07527 -7.65291
H 0.67121 0.68728 -9.72187
H 1.30606 -1.69880 -9.61724
H 1.77806 -2.73571 -7.34871
H 0.02485 1.52737 -2.43164
H -0.49606 1.08033 -0.21725
H 0.77236 -2.84521 -0.34522
H 1.25045 -2.66922 -2.70232
```

Computed properties:
- charge = -1
- energy relative to the best compared isomer or geometry (same formula, charge and spin) (kJ/mol) = 90.1
- gap between HOMO and LUMO (eV) = 6.99
- LUMO (eV) = 1.67

[3]
# C33H26F3MnN10O2P2S

A molecular structure, C33H26F3MnN10O2P2S (ωB97M-V/def2-TZVPD, the OMol25 dataset).

XYZ file:
```
78
Properties=species:S:1:pos:R:3
Mn 1.83072 -0.19668 1.50859
N 5.38393 -0.03571 1.17427
C 4.88041 0.04023 2.46336
N 5.67196 0.18348 3.51214
N 4.80865 0.25648 4.55638
N 3.59704 0.15589 4.14906
N 3.59342 0.00252 2.79439
C 4.64863 -0.04433 0.01624
N 5.20068 0.04289 -1.19289
N 4.15162 0.01727 -2.03574
N 3.05262 -0.07915 -1.37739
N 3.32631 -0.12743 -0.04197
H 6.37966 0.04146 1.07981
F -0.79995 -0.56578 7.38273
C -1.20656 -0.92280 6.13427
F -0.94470 -2.21817 5.99651
F -2.57397 -0.80218 6.15799
C -0.62436 -0.00291 5.09246
C -0.89313 1.33373 5.30587
C -0.45968 2.31406 4.42200
C 0.24033 1.86058 3.32126
N 0.50469 0.58132 3.09441
C 0.12530 -0.41587 3.95029
S 0.58203 -1.98973 3.50417
H -1.45617 1.61775 6.18810
H -0.64818 3.36436 4.58155
H 0.60440 2.55215 2.56690
O 0.65618 1.19814 0.17355
P 0.11177 1.22108 -1.21091
C 0.11626 -0.36922 -2.06027
P -0.14840 -1.76427 -0.93332
O 0.80359 -1.81525 0.20576
C -1.85013 -1.61422 -0.36384
C -2.04835 -1.49650 1.00728
C -3.33924 -1.32261 1.49618
C -4.41029 -1.25835 0.62192
C -4.21119 -1.38355 -0.75079
C -2.93117 -1.56948 -1.24231
C -0.10750 -3.23928 -1.96480
C 0.17931 -3.22996 -3.32374
C 0.20853 -4.42110 -4.03891
C -0.04291 -5.62005 -3.39231
C -0.31924 -5.63670 -2.03025
C -0.35124 -4.45121 -1.31732
C 1.02199 2.35491 -2.27021
C 0.87104 2.37892 -3.65395
C 1.61809 3.26042 -4.41860
C 2.52555 4.10952 -3.79877
C 2.69272 4.07339 -2.42357
C 1.94394 3.19356 -1.65500
C -1.61145 1.77929 -1.18564
C -2.35936 1.98210 -2.34355
C -3.67423 2.40819 -2.25753
C -4.24717 2.62498 -1.00948
C -3.51124 2.41580 0.14473
C -2.18946 1.99330 0.06054
H 1.12644 -0.48724 -2.46638
H -0.64612 -0.36576 -2.84365
H -1.20380 -1.56360 1.68762
H -3.49299 -1.23635 2.56456
H -5.41282 -1.11361 1.00579
H -5.05255 -1.33844 -1.43023
H -2.77671 -1.67916 -2.31115
H 0.40042 -2.30187 -3.83468
H 0.44058 -4.40927 -5.09569
H -0.01390 -6.54886 -3.94791
H -0.50197 -6.57435 -1.52222
H -0.55215 -4.46435 -0.25225
H 0.19082 1.69619 -4.14911
H 1.50599 3.27155 -5.49477
H 3.12076 4.78751 -4.39722
H 3.42213 4.71425 -1.94657
H 2.09231 3.12701 -0.58520
H -1.92264 1.81849 -3.32158
H -4.25092 2.56777 -3.15936
H -5.27716 2.95272 -0.94155
H -3.96121 2.57183 1.11655
H -1.60664 1.81033 0.95535
```

Computed properties:
- charge = -1
- energy relative to the best compared isomer or geometry (same formula, charge and spin) (kJ/mol) = 0.0
- gap between HOMO and LUMO (alpha / beta) (eV) = 6.64 / 6.65
- LUMO (alpha / beta) (eV) = 1.94 / 1.94
- spin multiplicity = 6

[4]
# C33H26GeIrN4OS

A molecular structure, C33H26GeIrN4OS in a non-equilibrium geometry (ωB97M-V/def2-TZVPD, the OMol25 dataset).

XYZ file:
```
67
Properties=species:S:1:pos:R:3
Ir 1.09873 -1.33219 0.08001
O 3.07396 -2.16117 0.08317
N 3.67260 -2.36606 1.25133
C 5.01701 -2.48701 1.26159
C 5.69661 -2.71319 2.42708
C 4.97758 -2.84497 3.61579
C 3.60763 -2.72182 3.58762
C 2.94924 -2.45198 2.38695
S 1.24286 -2.18363 2.34074
H 5.48868 -2.39625 0.29498
H 6.77338 -2.78540 2.40573
H 5.49326 -3.02942 4.54767
H 3.01207 -2.81683 4.48479
C -3.54268 2.12627 0.34303
C -3.01805 1.57537 -0.81962
C -1.65592 1.33778 -0.91339
C -0.79724 1.66566 0.13791
C -1.33440 2.22177 1.29586
C -2.70076 2.45243 1.39691
Ge 1.10089 1.11996 0.01464
C 1.84286 1.89172 -1.65268
C 1.07500 2.67435 -2.50756
C 1.63530 3.17743 -3.67456
C 2.95464 2.89061 -3.99418
C 3.72448 2.10787 -3.14443
C 3.16796 1.60532 -1.97788
C 2.16436 1.88150 1.49949
C 2.94207 1.02493 2.27701
C 3.69135 1.50425 3.34101
C 3.66534 2.85869 3.63873
C 2.90154 3.72391 2.86877
C 2.16154 3.24017 1.79913
H -4.60695 2.30945 0.42306
H -3.67099 1.33427 -1.65073
H -1.24760 0.90324 -1.82219
H -0.67938 2.47953 2.12093
H -3.10719 2.89179 2.29916
H 0.04661 2.90871 -2.26005
H 1.03720 3.79399 -4.33307
H 3.38649 3.28095 -4.90649
H 4.75573 1.88814 -3.38903
H 3.76837 0.99432 -1.31169
H 2.95304 -0.03022 2.03970
H 4.28852 0.82170 3.93359
H 4.24991 3.23999 4.46605
H 2.88124 4.78081 3.10092
H 1.57832 3.92354 1.19089
N -8.56561 -3.44894 -4.33920
C -7.64680 -3.14798 -3.71889
C -6.49551 -2.79372 -2.94503
C -6.64042 -2.21820 -1.68617
C -5.52434 -1.91282 -0.93071
C -4.25151 -2.18005 -1.42215
C -4.10551 -2.73247 -2.69064
C -5.21947 -3.03963 -3.44660
N -3.10739 -1.89160 -0.62419
C -3.10579 -1.37590 0.65722
C -1.81087 -1.28208 1.03717
N -1.01395 -1.75238 0.01487
C -1.81942 -2.09569 -0.96910
H -7.62762 -2.01300 -1.29695
H -5.66208 -1.46458 0.04190
H -3.12858 -2.93087 -3.10662
H -5.10352 -3.47502 -4.42910
H -3.99581 -1.10717 1.19229
H -1.39978 -0.92866 1.96628
H -1.49120 -2.51949 -1.90111
```

Computed properties:
- charge = +1
- energy relative to the best compared isomer or geometry (same formula, charge and spin) (kJ/mol) = 159.0
- gap between HOMO and LUMO (eV) = 6.86
- LUMO (eV) = -4.52

[5]
# C33H27AsO6PS2Ti

A molecular structure, C33H27AsO6PS2Ti in a non-equilibrium geometry (ωB97M-V/def2-TZVPD, the OMol25 dataset).

XYZ file:
```
71
Properties=species:S:1:pos:R:3
Ti -0.58526 3.08258 -0.15212
O -3.79673 2.46100 -4.94124
C -3.21075 2.71308 -3.94011
C -1.87252 3.45585 -3.82411
O -1.23004 3.89260 -4.73074
C -1.58081 3.48102 -2.37908
C -2.56272 2.86187 -1.64477
O -2.39847 2.74782 -0.33774
C -3.63769 2.33752 -2.51357
O -4.60704 1.71263 -2.20939
O -0.50428 3.98001 -1.73290
C -0.91847 6.25161 0.49201
O -0.80221 4.92911 1.08672
C 0.47463 4.37069 1.23979
S 1.82624 5.00814 0.56654
S 0.33151 2.84837 2.06312
H -1.96978 6.49605 0.56680
H -0.59296 6.24034 -0.53678
H -0.31635 6.94861 1.05659
C -0.71957 -0.19759 0.33677
C -0.47078 -1.71589 0.35274
As 1.17934 -2.21379 1.34940
C 0.60699 -4.02649 1.82891
C 0.58161 -4.48516 3.14434
C 0.19951 -5.79210 3.42901
C -0.15934 -6.65547 2.40359
C -0.12325 -6.21247 1.08711
C 0.26336 -4.90869 0.80250
C 0.70162 -1.27763 2.99230
C 1.68395 -0.48513 3.58268
C 1.41546 0.22258 4.75174
C 0.15796 0.14266 5.33367
C -0.83128 -0.64189 4.74756
C -0.55955 -1.34828 3.58459
P 0.13515 0.85829 -0.91455
C 1.88244 0.36121 -0.91211
C 2.33421 -0.71450 -1.67338
C 3.64887 -1.13735 -1.57184
C 4.52271 -0.49636 -0.70454
C 4.08423 0.58107 0.05072
C 2.76863 1.01629 -0.05550
C -0.48901 0.28410 -2.52207
C -1.65148 -0.47230 -2.64171
C -2.14782 -0.79976 -3.89897
C -1.49212 -0.36602 -5.04213
C -0.34221 0.40404 -4.93080
C 0.15636 0.73012 -3.67720
H -0.46028 0.22207 1.30213
H -1.77445 0.03042 0.19568
H -0.41991 -2.13716 -0.65034
H -1.29725 -2.20714 0.86273
H 0.85735 -3.82201 3.95403
H 0.18092 -6.13366 4.45761
H -0.46235 -7.67092 2.62753
H -0.39265 -6.88277 0.27965
H 0.30167 -4.58227 -0.23140
H 2.65965 -0.41133 3.11600
H 2.18568 0.83932 5.20113
H -0.05504 0.69130 6.24277
H -1.81540 -0.70063 5.19723
H -1.33679 -1.96059 3.14224
H 1.65773 -1.22960 -2.34200
H 3.98976 -1.97823 -2.16398
H 5.54880 -0.83593 -0.62109
H 4.76671 1.09579 0.71948
H 2.43579 1.85930 0.52818
H -2.19259 -0.79831 -1.76226
H -3.06212 -1.37540 -3.98049
H -1.89404 -0.60404 -6.02068
H 0.15640 0.76900 -5.82127
H 1.04012 1.35043 -3.59470
```

Computed properties:
- energy relative to the best compared isomer or geometry (same formula, charge and spin) (kJ/mol) = 73.6
- gap between HOMO and LUMO (alpha / beta) (eV) = 7.42 / 7.62
- LUMO (alpha / beta) (eV) = -0.81 / -1.10
- spin multiplicity = 2

[6]
# C33H27N2O4SW

A molecular structure, C33H27N2O4SW in a non-equilibrium geometry (ωB97M-V/def2-TZVPD, the OMol25 dataset).

XYZ file:
```
68
Properties=species:S:1:pos:R:3
W 0.08352 0.80158 -0.42087
O -2.07955 -2.69440 -4.22203
C -1.24780 -1.86057 -4.84584
C -1.12984 -2.00900 -6.22678
C -0.29053 -1.18602 -6.93596
C 0.47152 -0.18108 -6.30583
C 0.37441 -0.01905 -4.95745
C -0.48966 -0.85089 -4.19006
C -0.58338 -0.67089 -2.79197
O 0.19538 0.31213 -2.19829
N -1.33553 -1.32986 -1.96544
N -1.17263 -0.87826 -0.66191
C -1.75695 -1.56654 0.26908
C -1.66626 -1.31756 1.68460
C -2.38916 -2.11854 2.57079
C -2.31539 -1.89263 3.93840
C -1.51989 -0.86608 4.43233
C -0.77422 -0.05975 3.57026
C -0.86333 -0.31175 2.22611
O -0.14635 0.47033 1.33453
H -2.09862 -2.52312 -3.26684
H -1.71258 -2.78089 -6.71004
H -0.21249 -1.31458 -8.00782
H 1.12498 0.44949 -6.89063
H 0.95945 0.74123 -4.45719
H -2.33906 -2.41954 -0.07019
H -3.01340 -2.91381 2.18163
H -2.88045 -2.51549 4.61766
H -1.47187 -0.68447 5.49777
H -0.14216 0.73765 3.93828
O 2.04431 0.78919 -0.49298
S 3.28364 0.44343 0.47742
C 3.32297 1.73361 1.69391
C 4.35771 1.65245 2.62106
C 4.47415 2.65749 3.56803
C 3.59296 3.73160 3.55998
C 2.60998 3.82542 2.58171
C 2.47277 2.82639 1.62898
C 2.62952 -0.99214 1.31745
C 2.84506 -1.22009 2.66669
C 2.39809 -2.41847 3.21354
C 1.76178 -3.36279 2.42085
C 1.56999 -3.12197 1.06333
C 2.01718 -1.93982 0.49735
H 5.08615 0.84972 2.59582
H 5.27226 2.61013 4.29619
H 3.69887 4.51840 4.29429
H 1.97249 4.69799 2.53837
H 1.78448 2.96542 0.80373
H 3.33206 -0.49299 3.30012
H 2.56189 -2.61066 4.26528
H 1.44291 -4.30234 2.85202
H 1.11551 -3.87694 0.43469
H 1.96386 -1.81081 -0.57972
C -0.51069 2.78728 -0.72664
C -1.82263 2.09146 -0.85954
C -2.54227 1.74735 0.31611
C -3.75786 1.10019 0.23275
C -4.27742 0.77305 -1.01743
C -3.59402 1.10882 -2.19247
C -2.38218 1.75313 -2.11920
H -0.48768 3.47142 0.12054
H -0.17025 3.25606 -1.64913
H -2.19138 2.11414 1.27559
H -4.32145 0.88729 1.13158
H -5.24169 0.28461 -1.08514
H -4.02799 0.87983 -3.15671
H -1.86121 2.04554 -3.02473
```

Computed properties:
- charge = +3
- gap between HOMO and LUMO (eV) = 4.91
- LUMO (eV) = -11.17

Quick rundown of DFT total energy, same order as above: -89176.2637, -107534.1659, -122531.5944, -112833.4376, -161857.4790, -58463.4966 eV